Formula: C2H3N3O2S
Source: the OMol25 dataset
Level of theory: the ωB97M-V functional and the def2-TZVPD basis

The geometry in ORCA input format:
```
! wB97M-V def2-TZVPD RIJCOSX def2/J DEFGRID3
* xyz 0 1
O -2.04495 -0.97961 0.01834
N -0.57028 -1.40087 -0.13462
C -0.14314 -0.21793 0.02583
C -0.84088 1.10801 0.06559
N -0.04736 2.11528 -0.02696
O 1.29657 1.56186 -0.19938
N 1.23389 0.10581 0.21859
S 2.63152 -0.70107 -0.15162
H -2.58887 -1.81717 -0.62036
H -1.84996 1.47720 -0.28929
H 2.92347 -1.25152 1.09388
*
```

Computed properties:
Electronic energy (eV): -21515.5952
Gap between HOMO and LUMO (eV): 9.133
Relative energy (zero: lowest compared OMol25 entry of this formula, charge and spin) (kcal per mole): 159.6
E_LUMO (eV): 0.01
HOMO level (eV): -9.119
Strongest force on any atom (eV Å⁻¹): 7.2
SMILES: O/N=c1\cnon1S

***

Formula: C2H3N3O3
Source: the OMol25 dataset
Level of theory: the ωB97M-V functional and the def2-TZVPD basis

The geometry in ORCA input format:
```
! wB97M-V def2-TZVPD RIJCOSX def2/J DEFGRID3
* xyz 0 1
O 2.45568 -0.11560 -0.13250
N 1.40638 0.75790 0.11850
C 0.38424 0.07780 -0.03083
N 0.33173 -1.36299 -0.22188
C -1.02821 -1.49743 -0.26418
O -1.75915 -0.53903 0.24014
N -0.87847 0.62633 0.46641
O -1.21767 1.72553 -0.49979
H 3.19402 0.27320 0.48821
H -1.60829 -2.48110 -0.18485
H -1.28025 2.53540 0.02077
*
```

Computed properties:
Electronic energy (eV): -12728.9518
Gap between HOMO and LUMO (eV): 9.354
Relative energy (zero: lowest compared OMol25 entry of this formula, charge and spin) (kcal per mole): 115.4
E_LUMO (eV): 0.14
HOMO level (eV): -9.219
Strongest force on any atom (eV Å⁻¹): 5.5
SMILES: O/N=c1\ncon1O

***

Formula: C2H3N3O3
Source: the OMol25 dataset
Level of theory: the ωB97M-V functional and the def2-TZVPD basis

The geometry in ORCA input format:
```
! wB97M-V def2-TZVPD RIJCOSX def2/J DEFGRID3
* xyz 0 1
O -1.16056 -1.66666 1.63135
N -1.07931 -1.68137 0.24943
C -0.52580 -0.66290 -0.30669
N -0.39007 -0.13267 -1.51732
N 0.51070 0.91526 -1.47526
C 0.62999 1.17281 -0.25136
O 1.38457 2.05070 0.35643
O 0.16086 0.22757 0.63491
H -0.62713 -0.90512 1.87621
H -0.49050 -0.78179 -2.41174
H 1.58726 1.46416 1.21404
*
```

Computed properties:
Electronic energy (eV): -12731.3805
Gap between HOMO and LUMO (eV): 8.595
Relative energy (zero: lowest compared OMol25 entry of this formula, charge and spin) (kcal per mole): 59.4
E_LUMO (eV): 0.12
HOMO level (eV): -8.475
Strongest force on any atom (eV Å⁻¹): 5.8
SMILES: O/N=c1/[nH]nc(O)o1

***

Formula: C2H3N3O3
Source: the OMol25 dataset
Level of theory: the ωB97M-V functional and the def2-TZVPD basis

The geometry in ORCA input format:
```
! wB97M-V def2-TZVPD RIJCOSX def2/J DEFGRID3
* xyz 0 1
N -0.68104 0.39603 -2.13095
N -0.03353 -0.05604 -0.99396
N 0.94820 0.87863 -0.26258
C 0.90952 0.18273 0.84392
O 1.80214 0.42700 1.75598
O -0.05139 -0.68978 1.13728
C -0.98173 -0.46772 -0.00296
O -2.04704 -0.82202 -0.26961
H 0.02388 0.41076 -2.95824
H -0.63637 1.54534 -2.04899
H 1.78063 -0.09818 2.68456
*
```

Computed properties:
Electronic energy (eV): -12732.1951
Gap between HOMO and LUMO (eV): 9.500
Relative energy (zero: lowest compared OMol25 entry of this formula, charge and spin) (kcal per mole): 40.6
E_LUMO (eV): 0.19
HOMO level (eV): -9.313
Strongest force on any atom (eV Å⁻¹): 6.1
SMILES: Nn1nc(O)oc1=O

***

Formula: C2H3N3O3
Source: the OMol25 dataset
Level of theory: the ωB97M-V functional and the def2-TZVPD basis

The geometry in ORCA input format:
```
! wB97M-V def2-TZVPD RIJCOSX def2/J DEFGRID3
* xyz 0 1
C 1.32039 0.04688 -0.05772
C -0.59862 0.68605 0.02575
H 2.69817 -1.04888 -0.41766
H -2.35134 -1.56958 0.30978
H -1.56696 2.31090 -0.16299
N 0.82701 -1.06015 0.09402
N -0.50054 -0.64335 0.35144
N -1.72205 1.33093 0.00537
O 2.70117 0.03668 0.00944
O -1.59269 -1.29826 -0.20501
O 0.78546 1.20876 0.04758
*
```

Computed properties:
Electronic energy (eV): -12730.3498
Gap between HOMO and LUMO (eV): 9.698
Relative energy (zero: lowest compared OMol25 entry of this formula, charge and spin) (kcal per mole): 83.2
E_LUMO (eV): 0.48
HOMO level (eV): -9.220
Strongest force on any atom (eV Å⁻¹): 9.1

***

Formula: C2H3N3O6S
Source: the OMol25 dataset
Level of theory: the ωB97M-V functional and the def2-TZVPD basis

The geometry in ORCA input format:
```
! wB97M-V def2-TZVPD RIJCOSX def2/J DEFGRID3
* xyz 0 1
C 1.92805 1.12573 0.86648
C -0.56093 -0.51860 -0.18497
N -0.75536 -1.96551 -0.54918
N -1.56375 0.09008 0.68812
N -0.37256 0.33312 -1.39829
O -1.89027 -2.35430 -0.30098
O 0.23494 -2.54887 -0.88495
O -2.54626 0.55881 0.15710
O -1.36444 0.10194 1.81008
O -0.42376 -0.18217 -2.44440
O -0.07709 1.50062 -1.11978
S 1.56495 -0.65357 0.90576
H 1.22226 1.51951 0.15935
H 2.91713 1.54590 0.48326
H 1.68709 1.44730 1.81241
*
```

Computed properties:
Electronic energy (eV): -29700.8549
Gap between HOMO and LUMO (eV): 7.704
Relative energy (zero: lowest compared OMol25 entry of this formula, charge and spin) (kcal per mole): 32.5
E_LUMO (eV): -2.59
HOMO level (eV): -10.292
Strongest force on any atom (eV Å⁻¹): 6.2

***

Formula: C2H3N3OS
Source: the OMol25 dataset
Level of theory: the ωB97M-V functional and the def2-TZVPD basis

The geometry in ORCA input format:
```
! wB97M-V def2-TZVPD RIJCOSX def2/J DEFGRID3
* xyz 0 1
H 2.32605 -1.54574 0.14015
N 2.41933 -0.56323 0.01800
C 1.27239 -0.14537 -0.06155
N 0.04814 -0.89421 -0.03412
C -0.84562 0.04024 -0.01422
S -2.55791 -0.12811 0.00725
N -0.42379 1.34821 -0.12625
O 1.00755 1.23065 -0.06288
H -2.52144 -1.39604 -0.41485
H -0.72470 2.05362 0.54848
*
```

Computed properties:
Electronic energy (eV): -19473.6291
Gap between HOMO and LUMO (eV): 9.941
Relative energy (zero: lowest compared OMol25 entry of this formula, charge and spin) (kcal per mole): 33.6
E_LUMO (eV): 0.43
HOMO level (eV): -9.509
Strongest force on any atom (eV Å⁻¹): 2.7
SMILES: [H]/N=c1\nc(S)[nH]o1

***

Formula: C2H3N3OS
Source: the OMol25 dataset
Level of theory: the ωB97M-V functional and the def2-TZVPD basis

The geometry in ORCA input format:
```
! wB97M-V def2-TZVPD RIJCOSX def2/J DEFGRID3
* xyz 0 1
H 1.48813 -0.72493 2.48765
N 1.76605 0.03689 1.78557
C 0.84759 -0.22130 0.85515
N 0.85642 0.43508 -0.37444
C -0.22585 0.04281 -0.96105
S -1.03185 0.93462 -2.22686
N -0.99160 -0.89562 -0.25107
O -0.33630 -0.87074 1.04529
H -0.24928 2.07832 -2.14486
H -2.12332 -0.81514 -0.21538
*
```

Computed properties:
Electronic energy (eV): -19472.7237
Gap between HOMO and LUMO (eV): 8.997
Relative energy (zero: lowest compared OMol25 entry of this formula, charge and spin) (kcal per mole): 54.5
E_LUMO (eV): -0.14
HOMO level (eV): -9.142
Strongest force on any atom (eV Å⁻¹): 5.1
SMILES: [H]/N=c1/nc(S)[nH]o1

***

Formula: C2H3N3OS
Source: the OMol25 dataset
Level of theory: the ωB97M-V functional and the def2-TZVPD basis

The geometry in ORCA input format:
```
! wB97M-V def2-TZVPD RIJCOSX def2/J DEFGRID3
* xyz 0 1
C -1.58058 1.13656 0.53989
C -1.95353 0.09361 0.05517
N 1.00140 0.78628 0.76926
N 0.35664 -1.42644 0.36076
N 0.87089 -0.27969 0.18400
O 2.39233 -1.88112 -1.28217
S 1.09032 -1.26469 -1.27283
H -1.45616 1.96714 1.05671
H -1.92491 -0.79910 -0.53349
H 1.20360 1.66747 0.12271
*
```

Computed properties:
Electronic energy (eV): -19468.3793
Gap between HOMO and LUMO (eV): 9.619
Relative energy (zero: lowest compared OMol25 entry of this formula, charge and spin) (kcal per mole): 154.7
E_LUMO (eV): -0.16
HOMO level (eV): -9.774
Strongest force on any atom (eV Å⁻¹): 4.7

***

Formula: C2H3N3OS
Source: the OMol25 dataset
Level of theory: the ωB97M-V functional and the def2-TZVPD basis

The geometry in ORCA input format:
```
! wB97M-V def2-TZVPD RIJCOSX def2/J DEFGRID3
* xyz 0 1
C -1.96583 -0.53650 -0.94185
C -1.25160 1.10032 0.73343
N -0.73014 -0.28171 -1.08536
N -0.43832 0.60438 -0.17973
N 1.21718 1.00905 -0.36638
O 2.10597 0.14420 -0.42259
S -2.75518 0.30950 0.33668
H -2.39094 -1.16084 -1.57040
H 1.15863 1.45896 -1.28641
H 1.18203 1.59525 0.58136
*
```

Computed properties:
Electronic energy (eV): -19469.5206
Gap between HOMO and LUMO (eV): 9.956
Relative energy (zero: lowest compared OMol25 entry of this formula, charge and spin) (kcal per mole): 128.4
E_LUMO (eV): 0.44
HOMO level (eV): -9.514
Strongest force on any atom (eV Å⁻¹): 4.7